(1)
ORCA calculation (ωB97M-V/def2-TZVPD) on a structure of composition C3H9NS2.

XYZ file:
```
15
Properties=species:S:1:pos:R:3:forces:R:3:lowdin_charge:R:1
S 0.84298 3.33286 0.90689 -0.59 -1.15 -0.34 0.123
S -0.41568 -2.42677 -0.65216 0.30 -0.38 -0.11 0.704
C 0.81484 -1.26574 -0.01469 -0.07 1.02 0.21 -0.567
C 0.09465 -0.32118 0.96278 0.06 0.91 -1.04 -0.246
C -0.57375 0.87260 0.22699 -1.65 -0.33 0.38 -0.331
N -0.78984 0.78359 -1.17865 0.46 0.50 -0.25 0.031
H 0.45943 -3.35020 -1.08277 -0.14 0.02 0.00 -0.149
H 1.65473 -1.75053 0.46335 -0.04 -0.35 0.16 0.070
H 1.20726 -0.64728 -0.82224 0.06 -0.22 -0.12 0.065
H -0.69622 -0.86510 1.47439 0.10 0.06 0.34 0.091
H 0.75687 0.20332 1.64690 0.24 -0.68 0.42 0.101
H -1.48500 1.18067 0.74811 -0.08 -0.36 -0.02 0.124
H 0.02650 1.80985 0.48019 1.21 1.30 0.16 -0.199
H -0.17594 1.43237 -1.65530 0.24 -0.35 -0.27 0.092
H -1.72081 1.01152 -1.50378 -0.08 0.02 0.47 0.092
```
Forces are in eV/Å.

Output
- ΔE to the lowest compared entry with this formula, charge and spin (eV) = 3.903
- 2S+1 = 1
- LUMO (eV) = -2.59
- orbital gap (Eh) = 0.240

---

(2)
ORCA calculation (ωB97M-V/def2-TZVPD) on a structure of composition C18H17N5ORhSe3.

XYZ file:
```
45
Properties=species:S:1:pos:R:3:forces:R:3:lowdin_spin:R:1
Rh 0.05461 -0.12237 -0.05058 1.48 1.19 -0.48 0.862
Se 1.45739 -0.57337 2.66291 -1.51 0.93 2.00 0.974
Se 2.82556 -0.63265 0.57853 1.06 -0.27 -1.62 0.607
C 2.64698 0.87457 -0.53625 0.13 0.46 -0.22 0.066
C 3.77184 1.55959 -0.97321 -0.83 0.47 -0.58 0.045
C 3.59215 2.56864 -1.92528 1.34 -0.46 0.78 0.003
C 2.33041 2.81271 -2.41801 -0.28 0.31 -1.08 0.029
C 1.25515 2.08298 -1.93742 -0.62 0.03 0.17 0.006
N 1.39620 1.16077 -0.97091 0.60 0.92 -0.29 0.034
C 0.15238 -1.83525 2.22579 -0.96 -1.55 -0.19 0.069
C -0.13072 -2.91592 3.09154 -0.04 0.30 -0.80 0.052
C -1.20596 -3.74335 2.74925 0.06 0.41 0.76 0.001
C -1.92882 -3.51821 1.56376 0.58 -0.35 0.72 0.038
C -1.59899 -2.44929 0.76689 0.30 0.20 0.81 0.012
N -0.56506 -1.63339 1.09583 -1.13 -0.79 0.20 0.044
H 4.73621 1.23963 -0.63409 0.34 0.13 0.17 0.006
H 4.49961 3.10692 -2.24610 -0.78 -0.19 -0.10 0.000
H 2.22166 3.49594 -3.27121 -0.24 -0.19 0.65 0.001
H 0.21542 2.22757 -2.28778 0.86 -0.02 0.11 0.001
H 0.50271 -3.07539 3.97892 -0.65 0.13 -0.43 0.007
H -1.53956 -4.44473 3.52871 0.21 -0.08 -0.83 -0.001
H -2.71642 -4.17695 1.24039 -0.27 -0.02 0.23 0.002
H -2.27855 -2.21972 -0.06016 0.80 0.26 0.02 0.003
Se -2.85654 0.71554 4.35906 0.21 0.09 -0.98 0.218
N -3.49974 2.19981 3.57763 0.01 0.35 -0.45 0.231
C -2.87375 2.40338 2.41395 1.00 -1.34 1.32 -0.013
C -3.06402 3.48654 1.55448 -0.67 0.16 -0.10 0.178
C -2.22925 3.59642 0.44393 0.74 -0.94 -0.07 0.014
C -1.16092 2.66664 0.34295 -1.02 1.18 -1.66 0.200
N -1.07912 1.48634 0.98474 0.95 -0.71 0.62 0.109
C -1.84146 1.38089 2.09008 -0.90 -1.61 1.75 -0.020
N -1.73084 0.33329 2.94981 -0.09 1.62 -0.82 0.161
H -3.86766 4.15963 1.85677 0.22 0.03 -0.59 0.008
H -2.44139 4.25265 -0.41798 0.55 0.12 0.97 -0.002
H -0.34641 2.84821 -0.34492 -0.38 0.08 -0.26 0.013
C 0.01847 -1.35525 -3.87894 0.21 -1.42 -0.88 0.001
O 0.57169 -0.77149 -2.70798 -0.45 0.51 2.17 0.011
C 0.70705 -1.28304 -1.49342 -0.03 -0.49 -0.09 0.019
C 1.41447 -2.60544 -1.36327 -0.37 -0.39 -0.57 0.009
H -0.63075 -2.24095 -3.62093 0.67 0.99 -0.33 0.000
H 0.87447 -1.66578 -4.50943 -0.72 0.02 0.07 0.000
H -0.56134 -0.55404 -4.36994 0.27 -0.56 0.27 0.000
H 2.48122 -2.46327 -1.61240 -0.42 0.12 -0.09 0.005
H 1.02493 -3.34726 -2.07001 -0.02 0.06 -0.08 -0.001
H 1.39667 -3.03154 -0.35569 -0.24 0.33 -0.20 0.000
```
Forces are in eV/Å.

Output
- ΔE to the lowest compared entry with this formula, charge and spin (eV) = 0.833
- 2S+1 = 5
- charge = +1
- LUMO (alpha / beta) (eV) = -3.89 / -6.23
- orbital gap (alpha / beta) (Eh) = 0.145 / 0.149